(1)
C43H53Br2ClF3N9O3P2S | wB97M-V/def2-TZVPD

Atoms and positions in Å:
N  -1.761  -3.342  -3.119
P  -0.925  -2.064  -2.698
O  -1.524  -1.654  -1.159
O  -1.279  -0.736  -3.684
P  1.293  -2.465  -2.677
C  1.411  -1.994  -4.489
C  0.423  -2.816  -5.446
C  1.103  -3.154  -6.833
Cl  1.703  -1.594  -7.558
C  1.514  -1.356  -1.177
C  1.124  0.155  -1.402
C  1.519  1.000  -0.119
C  1.256  2.532  -0.372
S  2.766  3.503  -0.771
C  2.850  3.461  -2.570
N  3.880  3.915  -3.290
N  3.521  3.640  -4.589
C  2.330  3.084  -4.614
O  1.837  2.928  -3.320
C  3.130  -3.033  -2.592
C  4.173  -1.895  -2.912
C  5.162  -1.523  -1.759
F  4.936  -2.177  -0.538
Br  4.927  0.452  -1.415
C  6.696  -1.696  -2.102
F  7.428  -1.090  -1.091
F  7.067  -3.015  -2.159
Br  7.212  -0.723  -3.745
H  -2.374  -3.588  -2.342
H  -1.439  -2.502  -0.665
H  -0.595  -0.049  -3.583
H  0.948  -3.838  -2.400
H  1.241  -0.889  -4.621
H  2.423  -2.178  -4.948
H  -0.494  -2.221  -5.701
H  0.121  -3.797  -4.991
H  0.266  -3.492  -7.500
H  1.880  -3.946  -6.749
H  0.929  -1.834  -0.339
H  2.565  -1.331  -0.773
H  1.752  0.530  -2.251
H  0.034  0.330  -1.555
H  0.781  0.681  0.674
H  2.536  0.760  0.267
H  0.772  2.966  0.534
H  0.528  2.615  -1.214
H  1.724  2.753  -5.477
H  3.278  -3.571  -1.624
H  3.250  -3.815  -3.399
H  4.776  -2.208  -3.807
H  3.649  -0.956  -3.228
N  -2.597  0.596  1.577
C  -3.132  0.627  0.349
C  -4.133  1.509  -0.032
C  -4.612  2.406  0.911
C  -4.075  2.391  2.189
C  -3.075  1.472  2.468
H  -2.727  -0.095  -0.351
H  -4.526  1.492  -1.040
H  -5.394  3.110  0.652
H  -4.424  3.076  2.952
H  -2.622  1.425  3.453
N  -3.711  4.814  4.591
C  -3.740  5.070  5.904
C  -2.801  5.849  6.561
C  -1.767  6.394  5.816
C  -1.714  6.143  4.454
C  -2.705  5.352  3.894
H  -4.566  4.618  6.444
H  -2.876  6.024  7.626
H  -1.012  7.009  6.291
H  -0.922  6.551  3.840
H  -2.708  5.130  2.832
N  -1.271  -4.625  -0.235
C  -0.321  -5.160  0.542
C  -0.479  -6.339  1.250
C  -1.690  -7.004  1.155
C  -2.690  -6.470  0.359
C  -2.432  -5.286  -0.312
H  0.608  -4.601  0.587
H  0.326  -6.726  1.861
H  -1.853  -7.929  1.695
H  -3.650  -6.960  0.260
H  -3.183  -4.833  -0.950
N  -2.792  4.703  9.601
C  -1.845  4.157  10.371
C  -2.012  2.978  11.080
C  -3.231  2.326  10.990
C  -4.229  2.873  10.199
C  -3.959  4.055  9.528
H  -0.910  4.705  10.413
H  -1.209  2.581  11.686
H  -3.402  1.402  11.530
H  -5.194  2.393  10.104
H  -4.707  4.519  8.895
N  3.490  -1.427  2.247
C  2.931  -1.316  3.457
C  3.650  -1.326  4.642
C  5.028  -1.461  4.572
C  5.630  -1.579  3.330
C  4.822  -1.554  2.203
H  1.850  -1.216  3.461
H  3.144  -1.230  5.594
H  5.625  -1.474  5.476
H  6.703  -1.686  3.236
H  5.241  -1.636  1.207
N  -1.637  -0.540  -7.487
C  -2.102  -0.533  -8.740
C  -3.077  0.339  -9.197
C  -3.607  1.256  -8.304
C  -3.144  1.267  -6.999
C  -2.163  0.354  -6.643
H  -1.659  -1.270  -9.402
H  -3.413  0.301  -10.225
H  -4.373  1.954  -8.622
H  -3.535  1.967  -6.272
H  -1.767  0.327  -5.636

Summary:
LUMO level	0.0147	hartree
HOMO-LUMO gap	8.24	eV
E	-9377.44365	Eh
highest occupied orbital energy	-7.84	eV

(2)
C65H54B2O16PS | wB97M-V/def2-TZVPD

Atoms and positions in Å:
C  -4.443  -5.346  3.624
C  -2.999  -5.723  4.054
B  -1.829  -5.305  3.044
O  -0.859  -6.270  2.783
P  -1.649  -3.572  2.148
B  -1.559  -2.044  0.934
O  -2.525  -1.054  0.833
O  -0.478  -1.919  0.069
C  -0.239  -0.621  -0.468
O  -2.343  -2.626  3.480
C  -1.480  -2.560  4.564
C  -1.718  -1.250  5.346
C  -1.588  -0.020  4.449
C  -2.489  1.278  4.867
O  -2.657  0.217  3.696
C  0.002  -2.953  4.166
C  1.105  -1.883  4.379
S  1.940  -1.487  2.844
O  2.767  -2.592  2.434
O  2.651  -0.231  3.041
O  -0.013  -3.265  2.813
H  -4.877  -6.183  3.075
H  -4.460  -4.474  2.973
H  -5.047  -5.114  4.503
H  -2.973  -6.822  4.148
H  -2.790  -5.346  5.059
H  -1.308  -7.121  2.712
H  -2.987  -3.842  1.531
H  -1.004  -4.333  1.060
H  -3.368  -1.420  1.125
H  -0.122  0.102  0.344
H  0.703  -0.669  -1.018
H  -1.012  -0.302  -1.168
H  -1.762  -3.333  5.304
H  -2.759  -1.239  5.666
H  -1.009  -1.129  6.169
H  -0.593  0.232  4.088
H  -2.712  0.769  5.846
H  -3.523  1.612  4.760
H  0.259  -3.816  4.794
H  0.769  -0.983  4.886
H  1.922  -2.294  4.977
H  0.994  -1.288  1.899
C  -2.524  -0.096  -3.864
C  -2.721  -0.276  -5.229
C  -3.749  -1.084  -5.685
C  -4.582  -1.725  -4.775
C  -4.376  -1.551  -3.406
C  -3.349  -0.731  -2.951
C  -5.228  -2.251  -2.407
O  -5.051  -2.075  -1.223
C  -6.289  -3.170  -2.907
C  -7.055  -3.882  -1.993
C  -8.054  -4.729  -2.442
C  -8.297  -4.861  -3.806
C  -7.534  -4.156  -4.721
C  -6.521  -3.314  -4.276
C  -5.689  -2.585  -5.277
O  -5.905  -2.700  -6.467
H  -1.722  0.540  -3.511
H  -2.070  0.218  -5.939
H  -3.908  -1.226  -6.745
H  -3.199  -0.603  -1.885
H  -6.860  -3.772  -0.935
H  -8.646  -5.288  -1.729
H  -9.083  -5.519  -4.154
H  -7.715  -4.257  -5.782
C  2.563  -1.024  -7.440
C  3.834  -1.196  -7.978
C  4.901  -1.513  -7.154
C  4.704  -1.650  -5.785
C  3.432  -1.457  -5.244
C  2.362  -1.154  -6.076
C  3.206  -1.556  -3.774
O  2.108  -1.392  -3.292
C  4.374  -1.856  -2.901
C  4.187  -1.910  -1.525
C  5.255  -2.202  -0.694
C  6.513  -2.448  -1.238
C  6.705  -2.393  -2.609
C  5.638  -2.090  -3.446
C  5.863  -2.009  -4.915
O  6.956  -2.225  -5.398
H  1.729  -0.786  -8.087
H  3.991  -1.085  -9.043
H  5.891  -1.653  -7.566
H  1.378  -1.018  -5.648
H  3.206  -1.725  -1.108
H  5.106  -2.243  0.377
H  7.345  -2.684  -0.587
H  7.681  -2.582  -3.035
C  -1.786  7.309  -6.659
C  -1.931  8.470  -5.907
C  -2.504  8.415  -4.648
C  -2.945  7.200  -4.139
C  -2.817  6.039  -4.902
C  -2.229  6.096  -6.159
C  -3.321  4.729  -4.394
O  -3.202  3.721  -5.058
C  -3.976  4.700  -3.058
C  -4.500  3.503  -2.583
C  -5.097  3.456  -1.335
C  -5.168  4.602  -0.551
C  -4.654  5.799  -1.020
C  -4.064  5.855  -2.276
C  -3.543  7.158  -2.774
O  -3.605  8.161  -2.093
H  -1.330  7.352  -7.640
H  -1.593  9.418  -6.305
H  -2.615  9.312  -4.055
H  -2.123  5.190  -6.739
H  -4.442  2.607  -3.188
H  -5.504  2.523  -0.968
H  -5.627  4.560  0.428
H  -4.709  6.695  -0.417
C  4.769  1.728  3.099
C  4.664  3.114  3.060
C  5.302  3.893  4.012
C  6.043  3.288  5.019
C  6.133  1.892  5.072
C  5.502  1.119  4.105
C  6.885  1.218  6.164
O  6.978  0.009  6.218
C  7.526  2.073  7.207
C  8.190  1.466  8.266
C  8.801  2.242  9.236
C  8.759  3.630  9.149
C  8.095  4.239  8.098
C  7.470  3.464  7.128
C  6.734  4.140  6.020
O  6.703  5.353  5.951
H  4.277  1.124  2.356
H  4.079  3.587  2.282
H  5.225  4.971  3.982
H  5.579  0.041  4.144
H  8.221  0.386  8.325
H  9.313  1.766  10.063
H  9.242  4.235  9.905
H  8.054  5.317  8.025

Summary:
LUMO level	0.0109	hartree
net charge	-1
HOMO-LUMO gap	4.00	eV
E	-4502.44636	Eh
highest occupied orbital energy	-3.70	eV

(3)
C31H43FeO6P2Si | wB97M-V/def2-TZVPD

Atoms and positions in Å:
Fe  -0.838  -0.473  -0.496
O  -2.335  -3.150  2.057
C  -1.792  -2.099  1.791
O  -1.861  -1.537  0.616
C  -1.063  -1.346  2.891
C  -1.615  -1.447  4.162
C  -1.068  -0.760  5.234
C  0.065  0.013  5.047
C  0.651  0.086  3.794
C  0.094  -0.583  2.703
P  0.917  -0.490  1.083
C  1.909  -2.001  0.940
C  1.718  -3.104  1.765
C  2.442  -4.270  1.544
C  3.357  -4.336  0.506
C  3.549  -3.237  -0.322
C  2.823  -2.077  -0.113
C  2.142  0.843  1.283
C  3.454  0.566  1.665
C  4.358  1.599  1.861
C  3.956  2.917  1.690
C  2.645  3.198  1.332
C  1.739  2.169  1.127
H  -2.492  -2.070  4.286
H  -1.526  -0.831  6.212
H  0.500  0.557  5.876
H  1.545  0.679  3.662
H  1.007  -3.067  2.580
H  2.283  -5.124  2.188
H  3.919  -5.246  0.335
H  4.257  -3.286  -1.139
H  2.968  -1.227  -0.773
H  3.773  -0.458  1.807
H  5.376  1.374  2.151
H  4.663  3.723  1.842
H  2.323  4.225  1.205
H  0.717  2.393  0.851
C  -0.457  -3.428  -4.201
Si  -1.460  -2.781  -2.728
C  -2.003  -4.212  -1.641
C  -2.936  -1.839  -3.395
C  -0.217  -1.732  -1.759
H  -1.042  -4.121  -4.811
H  0.439  -3.958  -3.868
H  -0.145  -2.604  -4.849
H  -2.608  -4.917  -2.217
H  -2.585  -3.873  -0.782
H  -1.138  -4.757  -1.252
H  -3.619  -2.557  -3.858
H  -2.637  -1.122  -4.164
H  -3.474  -1.289  -2.624
H  0.425  -1.146  -2.429
H  0.436  -2.397  -1.182
C  -0.075  1.496  -3.966
C  0.699  1.964  -2.742
C  0.903  3.474  -2.747
C  2.040  1.254  -2.613
O  -0.031  1.611  -1.518
P  -1.619  1.929  -1.266
O  -2.194  3.033  -2.040
O  -2.212  0.519  -1.388
O  -1.448  2.202  0.308
C  -2.498  2.753  1.169
C  -2.027  2.445  2.581
C  -3.821  2.065  0.867
C  -2.564  4.253  0.922
H  0.531  1.668  -4.857
H  -1.010  2.047  -4.068
H  -0.295  0.430  -3.904
H  1.436  3.774  -3.651
H  1.499  3.773  -1.882
H  -0.059  3.984  -2.721
H  2.714  1.610  -3.394
H  1.941  0.173  -2.723
H  2.491  1.474  -1.644
H  -2.005  1.368  2.752
H  -2.703  2.899  3.308
H  -1.026  2.849  2.741
H  -3.723  0.983  0.967
H  -4.161  2.300  -0.143
H  -4.578  2.414  1.571
H  -1.605  4.717  1.160
H  -3.330  4.699  1.559
H  -2.807  4.451  -0.121

Summary:
LUMO level (spin up / spin down)	-0.0197 / -0.0026	hartree
HOMO-LUMO gap (spin up / spin down)	8.66 / 9.08	eV
spin multiplicity	2
energy relative to the best compared isomer or geometry (same formula, charge and spin)	13.8	kcal/mol
E	-3894.60360	Eh
highest occupied orbital energy (spin up / spin down)	-9.20 / -9.15	eV

(4)
C30H22N5O2S2SiV | wB97M-V/def2-TZVPD

Atoms and positions in Å:
V  -0.136  -0.206  -0.137
O  6.743  0.869  1.395
N  6.247  -0.036  2.040
O  6.851  -0.817  2.742
C  4.787  -0.247  1.878
C  4.139  -0.768  2.930
C  2.728  -1.008  2.866
C  1.998  -1.629  3.894
C  0.670  -1.904  3.701
C  0.067  -1.534  2.499
N  0.726  -0.902  1.533
C  2.049  -0.661  1.707
C  2.754  -0.076  0.596
N  1.995  0.200  -0.492
C  2.598  0.572  -1.601
C  3.986  0.735  -1.670
C  4.753  0.532  -0.556
C  4.132  0.098  0.638
H  4.694  -1.028  3.821
H  2.492  -1.898  4.822
H  0.083  -2.404  4.458
H  -0.977  -1.741  2.314
H  1.966  0.746  -2.465
H  4.438  1.029  -2.606
H  5.819  0.692  -0.590
S  -2.411  -0.377  -0.292
C  -2.342  0.638  1.143
C  -3.412  1.014  1.943
C  -3.164  1.840  3.024
C  -1.864  2.270  3.282
C  -0.858  1.855  2.444
N  -1.089  1.053  1.398
H  -4.407  0.670  1.694
H  -3.978  2.159  3.663
H  -1.642  2.924  4.115
H  0.168  2.177  2.593
S  0.330  -2.500  -4.052
C  0.173  -1.806  -2.656
N  0.075  -1.260  -1.588
C  -0.842  1.386  -5.985
C  -1.754  0.766  -5.139
C  -1.626  0.890  -3.763
C  -0.592  1.648  -3.205
C  0.327  2.252  -4.071
C  0.208  2.118  -5.450
Si  -0.482  1.999  -1.382
C  -1.851  3.116  -0.802
C  -3.197  2.894  -1.109
C  -4.186  3.739  -0.625
C  -3.845  4.826  0.172
C  -2.512  5.074  0.472
C  -1.524  4.222  -0.012
H  -0.951  1.300  -7.059
H  -2.568  0.182  -5.554
H  -2.334  0.378  -3.120
H  1.140  2.852  -3.666
H  0.928  2.596  -6.105
H  0.780  2.736  -1.111
H  -3.480  2.059  -1.742
H  -5.224  3.553  -0.877
H  -4.617  5.486  0.551
H  -2.239  5.934  1.073
H  -0.483  4.432  0.220

Summary:
LUMO level (spin up / spin down)	-0.1625 / -0.1587	hartree
net charge	+1
HOMO-LUMO gap (spin up / spin down)	6.56 / 6.55	eV
spin multiplicity	2
energy relative to the best compared isomer or geometry (same formula, charge and spin)	28.6	kcal/mol
E	-3610.34076	Eh
highest occupied orbital energy (spin up / spin down)	-10.98 / -10.87	eV

(5)
C4H4ClO2S | wB97M-V/def2-TZVPD

Atoms and positions in Å:
C  -0.158  -0.673  -0.494
C  -1.263  -1.423  -0.999
C  1.809  0.114  1.067
C  1.058  -0.281  -0.199
O  -2.079  1.191  -0.256
O  -3.457  -1.000  0.188
S  -2.679  -0.311  -0.873
Cl  1.916  0.488  -1.667
H  3.009  -0.155  0.919
H  1.640  1.140  1.174
H  1.536  -0.481  1.870
H  -1.331  1.390  -0.731

Summary:
LUMO level	0.1288	hartree
net charge	-1
HOMO-LUMO gap	7.48	eV
E	-1163.57383	Eh
highest occupied orbital energy	-3.97	eV

(6)
C4H17NO5S | wB97M-V/def2-TZVPD

Atoms and positions in Å:
O  1.605  -0.437  2.047
C  1.836  -0.667  0.862
N  0.752  -0.647  0.024
C  -0.665  -0.584  0.392
C  -1.373  0.140  -0.795
S  -2.339  1.561  -0.227
C  -1.268  -1.962  0.718
H  2.873  -0.724  0.541
H  0.951  -0.677  -0.963
H  -0.825  -0.018  1.315
H  -0.703  0.488  -1.587
H  -2.052  -0.543  -1.330
H  -1.406  2.379  0.204
H  -0.620  -2.492  1.428
H  -1.192  -2.651  -0.118
H  -2.267  -1.945  1.082
H  -0.589  -0.290  -4.629
H  0.468  -1.242  -4.624
O  -0.518  -1.257  -4.575
H  2.361  -2.327  -2.615
H  0.847  -1.994  -3.049
O  1.787  -1.795  -3.175
H  1.149  1.495  4.340
H  -0.143  1.107  3.523
O  0.315  1.819  3.995
H  2.252  2.100  2.317
H  0.976  1.501  1.676
O  1.640  2.195  1.590

Summary:
LUMO level	0.0080	hartree
HOMO-LUMO gap	9.53	eV
energy relative to the best compared isomer or geometry (same formula, charge and spin)	36.7	kcal/mol
E	-991.71852	Eh
highest occupied orbital energy	-9.31	eV

(7)
C21H30AlNO2P2 | wB97M-V/def2-TZVPD

Atoms and positions in Å:
Al  0.167  0.483  -0.747
P  2.174  -0.879  0.037
C  2.327  -1.053  -1.784
C  1.093  -1.585  -2.426
N  -0.057  -0.957  -2.040
C  -1.236  -1.281  -2.612
C  -1.302  -2.251  -3.600
C  -0.139  -2.895  -4.011
C  1.072  -2.550  -3.419
C  -2.485  -0.570  -2.129
P  -2.290  1.046  -1.289
H  2.021  -3.001  -3.701
H  -2.271  -2.475  -4.048
H  -0.165  -3.646  -4.791
H  -3.147  -0.386  -2.994
H  -3.059  -1.224  -1.444
H  2.321  0.188  -2.043
H  3.249  -1.578  -2.065
H  0.841  6.538  0.511
O  1.502  1.370  -1.651
H  1.314  2.049  -2.312
H  -0.999  1.407  -0.493
O  0.110  6.284  -0.061
H  0.212  5.325  -0.128
C  -2.358  2.367  -2.503
H  -3.321  2.346  -3.033
H  -2.243  3.333  -1.990
H  -1.542  2.254  -3.231
C  -3.511  1.261  0.011
H  -3.411  2.275  0.427
H  -4.532  1.126  -0.381
H  -3.330  0.536  0.819
C  2.394  -2.496  0.804
H  3.467  -2.709  0.917
H  1.922  -2.474  1.796
H  1.914  -3.282  0.208
C  3.621  0.103  0.469
H  3.489  0.509  1.477
H  4.507  -0.542  0.443
H  3.736  0.932  -0.237
C  0.891  1.050  4.930
C  1.283  1.753  3.777
C  0.892  1.320  2.517
C  0.103  0.157  2.360
C  -0.179  -0.427  1.074
C  -1.015  -1.543  1.013
C  -1.551  -2.137  2.181
C  -1.204  -1.647  3.427
C  -0.360  -0.514  3.552
C  0.073  -0.062  4.818
H  1.216  1.378  5.914
H  1.902  2.641  3.880
H  1.198  1.884  1.631
H  -1.256  -2.013  0.054
H  -2.225  -2.991  2.081
H  -1.568  -2.125  4.339
H  -0.257  -0.622  5.695

Summary:
LUMO level (spin up / spin down)	-0.2886 / -0.2886	hartree
net charge	+2
HOMO-LUMO gap (spin up / spin down)	4.79 / 4.78	eV
energy relative to the best compared isomer or geometry (same formula, charge and spin)	100.6	kcal/mol
E	-1948.00845	Eh
highest occupied orbital energy (spin up / spin down)	-12.64 / -12.64	eV